{"formula": "C2H5N3O2S", "method": "ωB97M-V with the def2-TZVPD basis set", "symbols": ["C", "C", "N", "N", "N", "O", "O", "S", "H", "H", "H", "H", "H"], "coordinates": [[0.860635, 0.418807, -0.626796], [-1.225551, 0.921220, 0.597271], [0.494256, 1.862536, -0.457186], [-0.593661, 2.006542, 0.146330], [-0.027495, -0.494901, 0.061940], [-2.127642, -0.874348, -1.170047], [-3.682956, -0.295674, 0.769408], [-2.917335, 0.281644, -0.316075], [0.873380, 0.439394, -1.687440], [1.938028, 0.338492, -0.457403], [-1.217826, 0.871624, 1.710820], [-1.157786, -0.912351, -0.726620], [0.195639, -0.836544, 0.991147]], "forces_ev_per_a": [[0.73, 0.22, 1.27], [0.22, -4.00, 0.46], [-1.41, 0.42, 1.02], [2.37, 0.83, -1.59], [-1.58, 3.15, 0.07], [-0.91, 1.65, 1.05], [0.10, -0.12, 0.11], [1.48, -0.70, -0.64], [-0.79, -1.01, -1.39], [-0.15, -0.07, 0.83], [-0.61, -0.08, -0.83], [-0.22, -0.38, 0.01], [0.77, 0.08, -0.36]], "de_lowest_ev": 4.408, "homo_ev": -9.744, "orbital_gap_ha": 0.3469, "total_charge": 0}